No. 1
C4H12N2 | ωB97M-V with the def2-TZVPD basis set

For the frontier orbital gap, the calculation gives 9.6345 eV. The value obtained for the energy above the lowest of the compared OMol25 structures with the same formula, charge and spin is 341.0 kJ/mol. As for the SMILES: C=CN.CNC.

Cartesian coordinates (Å):
C1 0.815 -2.562 1.262
C2 1.167 -1.883 0.137
N1 0.328 -1.282 -0.830
H1 1.343 -3.492 1.471
H2 0.246 -2.295 2.164
H3 2.123 -2.341 -0.124
H4 -0.413 -1.928 -1.101
H5 -0.304 -0.531 -0.579
C3 -0.750 1.958 1.076
N2 -1.175 1.434 -0.271
C4 -0.117 1.861 -1.328
H6 -0.932 3.031 1.313
H7 0.269 1.571 1.147
H8 -1.173 1.326 1.839
H9 -2.145 1.533 -0.520
H10 0.881 1.455 -1.045
H11 -0.316 1.399 -2.287
H12 -0.164 2.944 -1.206

Atomic forces in eV per Å
0.45 0.67 0.99
-0.86 -3.17 1.36
-0.54 0.86 -0.78
0.89 0.57 0.22
-1.07 0.09 -1.14
-0.15 0.60 -1.48
0.73 -0.63 0.01
0.53 0.96 0.89
-0.47 -1.36 -1.20
2.43 -0.18 0.19
-1.45 -0.49 2.32
0.47 -0.62 -0.39
0.42 1.07 0.03
-0.93 0.07 0.38
0.09 0.52 -0.16
-0.78 0.39 0.18
-0.41 0.51 -0.27
0.66 0.14 -1.15



No. 2
C9H18Cl2OSSc | ωB97M-V with the def2-TZVPD basis set

Its charge is -1. For the frontier orbital gap (spin up / spin down), the calculation gives 3.7672 / 4.0005 eV. The value obtained for the energy above the lowest of the compared OMol25 structures with the same formula, charge and spin is 317.7 kJ/mol.

Cartesian coordinates (Å):
Sc1 -0.027 1.690 1.565
Cl1 0.489 3.626 0.488
Cl2 1.006 1.107 3.537
C1 0.477 -0.815 -1.083
H1 -0.140 0.060 -1.274
H2 1.417 -0.795 -0.566
C2 -1.161 -1.627 -2.670
C3 0.369 -1.647 -2.143
H3 -1.816 -2.452 -2.383
C4 1.220 -0.997 -3.306
H4 0.675 -2.622 -1.749
C5 0.700 0.457 -3.545
H5 2.259 -1.040 -2.956
H6 1.104 -1.529 -4.229
C6 -0.762 0.558 -3.925
H7 0.877 1.017 -2.603
H8 1.314 0.879 -4.354
C7 -1.723 -0.404 -3.121
H9 -1.120 1.602 -3.814
H10 -0.774 0.311 -4.997
H11 -2.143 0.148 -2.247
H12 -2.561 -0.653 -3.803
C8 -1.755 -1.722 0.932
S1 -2.709 -0.254 1.448
C9 -2.472 -0.339 3.244
O1 -1.729 0.939 1.074
H13 -1.800 -2.372 1.814
H14 -0.755 -1.433 0.552
H15 -2.287 -2.235 0.113
H16 -1.445 -0.039 3.517
H17 -3.191 0.358 3.684
H18 -2.710 -1.353 3.591

Atomic forces in eV per Å
1.18 0.32 -0.09
0.33 1.20 -0.69
0.46 -0.47 1.04
-1.70 2.90 5.55
0.74 0.75 0.95
0.44 0.58 0.27
3.16 -2.79 1.43
-1.76 -1.97 -5.10
0.06 0.18 -0.02
-0.82 -0.17 0.46
0.15 -0.59 -1.26
1.35 -0.15 0.92
-0.03 0.36 -0.34
0.12 -0.66 -0.90
-0.41 -0.49 0.02
0.15 -0.13 -0.80
-0.13 0.21 0.26
-0.81 2.08 -1.26
0.18 -0.49 -0.12
-0.54 -0.08 0.16
-0.01 0.13 -0.39
-0.04 0.37 0.43
-2.01 -0.48 0.77
2.11 0.63 -0.41
-0.33 -0.05 0.11
-3.13 -2.01 -0.11
0.37 -0.03 -0.19
0.70 0.40 -0.52
0.21 0.49 0.25
-0.34 -0.24 -0.25
0.19 -0.03 -0.05
0.10 0.26 -0.12



No. 3
C4H3N3S | ωB97M-V with the def2-TZVPD basis set

For the frontier orbital gap, the calculation gives 8.9990 eV. The value obtained for the energy above the lowest of the compared OMol25 structures with the same formula, charge and spin is 380.8 kJ/mol. As for the SMILES: N#CC1=NN=CSC1.

Cartesian coordinates (Å):
N1 -2.661 -0.996 2.034
C1 -1.765 -0.673 1.200
C2 -0.638 -0.275 0.499
N2 0.424 -0.599 1.083
N3 1.608 0.213 0.779
C3 2.002 0.415 -0.417
S1 0.727 0.327 -1.803
C4 -0.891 0.732 -0.623
H1 2.959 1.123 -0.690
H2 -0.878 1.797 -0.346
H3 -1.554 0.322 -1.341

Atomic forces in eV per Å
6.94 2.65 -6.91
-9.16 -4.00 7.93
-0.50 2.43 -1.32
3.36 1.19 -0.23
0.03 -1.30 -0.39
-0.85 2.28 -1.11
-0.13 0.51 2.10
4.32 -1.24 -0.68
-2.32 -2.19 1.03
-0.32 -0.59 -0.24
-1.37 0.26 -0.19



No. 4
C8H12NaO5 | ωB97M-V with the def2-TZVPD basis set

Its charge is +2. As for the expectation value of S²: 0.753. For the frontier orbital gap (spin up / spin down), the calculation gives 8.1604 / 5.7967 eV. As for the multiplicity: 2.

Cartesian coordinates (Å):
O1 1.558 -1.057 -1.495
C1 1.476 0.499 -1.939
O2 0.383 1.244 -1.838
O3 2.149 0.637 -2.948
Na1 2.862 -1.342 -3.782
C2 -0.642 1.013 -0.924
C3 -1.635 0.174 -1.193
C4 -2.801 -0.122 -0.298
C5 -2.851 0.571 1.038
O4 -1.607 0.288 1.834
C6 -1.455 -0.701 2.554
O5 -0.342 -1.132 2.935
H1 -0.583 1.682 -0.066
H2 -1.781 -0.114 -2.238
H3 2.135 -1.809 -1.672
H4 -2.881 -1.212 -0.162
H5 -3.728 0.175 -0.814
H6 -3.690 0.233 1.654
H7 -2.830 1.661 0.971
H8 -0.347 -1.556 3.814
C7 2.627 -0.570 0.761
C8 2.748 0.782 0.416
H9 3.550 -1.100 1.016
H10 1.946 -0.785 1.590
H11 2.083 1.488 0.919
H12 3.655 1.055 -0.131

Atomic forces in eV per Å
-3.57 2.61 0.74
1.16 -3.95 -4.97
0.90 -1.12 1.16
0.18 0.87 2.13
0.10 0.31 -0.41
-0.48 -0.33 0.94
-0.12 1.18 -0.65
-0.06 -0.17 0.02
-0.69 0.35 -0.02
0.59 -0.49 -0.13
-0.75 0.40 -0.04
0.61 0.29 0.36
0.23 -0.44 -0.01
0.48 -0.65 0.38
0.85 0.95 -0.17
0.00 0.21 -0.03
0.14 -0.08 0.14
0.15 0.13 -0.14
-0.03 -0.24 0.04
-0.06 -0.44 -0.03
1.25 4.00 2.77
0.28 -3.23 0.95
-0.05 -0.62 -1.69
-0.64 -0.10 -0.77
0.01 0.11 -0.86
-0.48 0.46 0.28